No. 1
ORCA calculation (ωB97M-V/def2-TZVPD) on a cluster of 7 separate species, C16H47NO6 in total in a non-equilibrium geometry.

Output
- Max |F|: 2.7 eV/Å
- HOMO-LUMO gap: 4.580 eV
- HOMO energy: -5.0 eV
- Total charge: 0

```
70
Properties=species:S:1:pos:R:3:forces:R:3
N -19.682882 -6.868291 19.308570 0.68 0.03 0.41
H -20.386693 -7.551478 19.549410 -0.57 -0.30 -0.10
H -19.778685 -6.063984 19.911907 -0.66 1.20 0.70
H -19.683511 -6.576841 18.341535 -0.34 0.00 -0.57
H -18.775150 -7.244823 19.541709 0.62 -0.53 -0.03
C -21.811727 -3.402181 22.348731 2.17 -0.41 0.44
O -20.654649 -3.792960 21.662903 -0.60 -0.46 -0.39
H -21.575531 -3.347634 23.411434 0.08 0.03 0.95
H -22.112327 -2.370313 22.167047 -0.60 0.27 -0.69
H -22.645691 -4.103802 22.366879 -0.65 -0.14 -0.67
C -13.874847 -6.301728 17.211145 -1.12 0.54 -0.70
C -14.958238 -6.067220 16.089358 1.74 -0.15 0.82
C -15.612921 -4.744631 16.130118 -0.60 1.29 0.46
O -14.306384 -6.139198 14.838728 -0.20 -0.36 -0.68
H -13.671887 -7.371810 17.253994 -0.13 0.01 0.64
H -14.248209 -5.812406 18.110741 -0.02 -0.76 0.46
H -12.918973 -5.810056 17.030459 -0.15 0.19 -0.58
H -15.768928 -6.787040 16.202226 0.14 -0.63 -0.16
H -14.910197 -3.926289 16.286914 0.12 0.02 -0.26
H -16.327175 -4.677361 16.950729 -0.02 -0.12 0.16
H -16.189215 -4.575812 15.220448 0.15 0.03 -0.09
H -13.801731 -6.954934 14.799909 0.08 -0.07 -0.05
C -16.316259 -10.944703 21.201913 -0.53 -0.80 0.50
C -16.222410 -10.281390 19.857930 -0.02 -0.53 0.48
C -17.119593 -10.922186 18.793801 -0.11 0.77 0.04
O -16.604031 -8.934690 20.101596 -0.36 0.70 -1.03
H -15.925389 -10.343518 22.022816 0.73 0.03 -0.23
H -15.840801 -11.925059 21.171212 -0.10 -0.07 0.32
H -17.358324 -11.019240 21.512785 -0.23 -0.42 -0.28
H -15.179620 -10.357781 19.549936 0.16 0.34 -0.37
H -17.154015 -10.301764 17.898256 0.20 0.13 -0.05
H -18.149006 -10.969971 19.148945 -0.03 -0.19 0.17
H -16.795895 -11.909796 18.465257 0.11 0.00 0.35
H -16.008576 -8.607721 20.779922 -0.02 0.20 0.06
C -21.637458 -9.337361 22.813273 0.41 -0.76 0.15
C -21.994981 -10.326059 21.703880 -1.38 -0.56 1.46
C -23.342413 -11.074251 22.023004 0.36 0.66 0.00
O -22.156432 -9.624089 20.495081 0.30 0.03 -0.82
H -21.552586 -9.935978 23.720223 -0.22 0.25 0.35
H -22.343823 -8.515146 22.927819 -0.14 -0.21 -0.02
H -20.642756 -8.910870 22.683795 0.01 0.09 -0.31
H -21.227285 -11.098894 21.665472 0.33 0.16 -0.54
H -23.725187 -11.690838 21.209728 0.34 0.08 -0.35
H -24.083486 -10.296938 22.209261 -0.22 0.01 0.13
H -23.335849 -11.739723 22.886262 0.38 0.24 0.15
H -23.090829 -9.685923 20.283698 -0.01 0.18 -0.29
C -17.280148 -5.616790 25.878865 0.22 0.01 0.61
C -17.461000 -4.155198 25.517366 -0.52 -0.57 -0.14
C -16.451837 -3.229519 26.182132 -0.56 0.48 0.07
O -17.307170 -4.065563 24.121821 0.58 0.34 -0.94
H -16.248882 -5.890212 25.655634 0.03 -0.21 0.00
H -17.958429 -6.264439 25.323357 0.01 0.14 -0.12
H -17.469755 -5.775210 26.940493 0.10 -0.09 0.14
H -18.505117 -3.901499 25.700504 0.03 0.43 0.67
H -16.567026 -3.136166 27.262000 0.05 -0.56 0.13
H -16.621317 -2.205489 25.849349 0.12 -0.04 -0.40
H -15.435648 -3.528961 25.925646 -0.01 -0.01 0.05
H -18.170493 -4.010065 23.705659 -0.19 0.07 -0.25
C -21.920325 -7.991014 14.573034 -0.99 -1.16 -0.14
C -20.470915 -7.810616 14.703163 1.38 1.86 -1.36
C -19.766937 -7.557288 13.319572 -1.44 -1.00 1.07
O -20.259451 -6.630835 15.479533 0.81 -0.19 1.24
H -22.455711 -7.211219 14.031409 0.27 0.03 -0.34
H -22.386035 -8.036740 15.557487 0.00 -0.28 0.03
H -21.984775 -8.954221 14.066890 -0.94 -0.03 -0.11
H -20.045276 -8.698532 15.170645 0.26 0.33 0.44
H -20.122722 -8.365708 12.680833 0.47 -0.09 -0.35
H -18.680736 -7.540492 13.408959 -0.20 0.19 -0.13
H -20.219010 -6.647703 12.924144 0.46 0.19 -0.09
H -20.852075 -5.961835 15.129058 -0.01 0.14 -0.02
```
Positions in Å, forces in eV/Å.

***

No. 2
ORCA calculation (ωB97M-V/def2-TZVPD) on a structure of composition C16H48AlB4O8S4 in a non-equilibrium geometry.

Output
- Max |F|: 5.5 eV/Å
- HOMO-LUMO gap: 4.530 eV
- HOMO energy: -5.7 eV
- Total charge: -1

```
81
Properties=species:S:1:pos:R:3:forces:R:3
Al 1.331884 -0.914191 0.358477 -0.66 -1.31 -1.23
B 1.207023 -2.724964 -2.360163 -0.24 0.77 -0.44
H 1.508222 -2.931926 -3.375389 1.80 -0.46 -3.76
H 0.386475 -3.333179 -2.012278 -3.35 -2.08 1.71
H 1.948556 -3.041734 -1.643214 3.43 -2.02 3.11
H 0.951588 -1.682785 -2.246756 -1.69 4.45 0.32
B 0.033355 -3.423200 1.616346 -0.13 0.41 0.42
H -1.031454 -3.530091 1.478491 -4.25 0.34 -1.45
H 0.594959 -3.601065 0.712356 2.27 -1.71 -4.52
H 0.220343 -2.436096 2.009931 0.55 4.40 2.15
H 0.295958 -4.129858 2.388299 2.01 -2.53 2.71
B 3.039287 -3.512024 0.827940 0.39 -0.84 2.91
H 2.384159 -3.939151 0.084558 -2.65 -1.28 -4.11
H 3.410073 -2.598174 0.390184 1.04 4.52 -2.89
H 2.494086 -3.182826 1.698929 -1.86 1.15 3.28
H 3.766157 -4.232680 1.169355 2.87 -2.64 0.99
B 0.157368 1.585221 -1.271806 -0.45 -0.47 0.08
H 0.173429 2.626620 -1.553744 0.40 4.18 -1.02
H -0.465088 0.995081 -1.926424 -2.26 -2.13 -2.38
H 1.152898 1.169227 -1.281562 4.36 -1.70 -0.36
H -0.125999 1.503209 -0.233918 -1.86 -0.32 4.29
C -4.120130 -1.088697 3.902486 -0.88 0.33 -0.25
C -3.336346 -2.382052 3.689381 0.22 0.20 0.44
C -1.988880 -2.043341 4.257564 1.81 0.87 0.60
S -1.541396 -0.416735 3.611475 1.65 1.17 -1.15
O -0.932709 -0.468167 2.274265 -1.20 0.18 1.44
O -0.806424 0.376404 4.596577 -0.99 -0.79 -0.31
C -3.271933 0.105605 3.397103 -0.69 -1.26 -0.21
H -4.452981 -0.898472 4.922842 0.62 -0.31 0.40
H -5.087684 -1.109457 3.400979 0.06 0.00 -0.51
H -3.250507 -2.598384 2.624517 0.06 -0.12 -0.02
H -3.740501 -3.252743 4.205785 -0.21 0.09 -0.10
H -1.109470 -2.684175 4.193751 -0.25 -0.29 -0.77
H -1.971209 -1.739069 5.304082 -0.74 -0.33 0.40
H -3.325565 0.101463 2.308421 -0.18 0.52 -0.02
H -3.666559 1.004364 3.871024 0.85 0.23 -0.21
C 0.647537 5.223931 2.121222 -1.99 0.94 1.95
C 1.314310 5.260840 0.793284 0.84 -1.78 0.78
C 2.229336 3.994518 0.899567 0.49 -0.37 -1.70
S 1.927477 2.880963 2.297797 -1.43 -0.37 -1.16
O 2.898867 3.118931 3.326108 0.13 -0.06 0.55
O 1.662234 1.475676 1.872471 0.63 2.24 0.59
C 0.386325 3.796294 2.611589 -0.29 -0.14 -0.55
H -0.344169 5.655872 1.986844 -0.22 0.24 0.34
H 1.134412 5.870330 2.851436 0.35 -0.22 0.06
H 1.747050 6.258634 0.720752 0.54 -0.43 -0.56
H 0.646305 5.017870 -0.033039 -0.15 0.51 0.08
H 3.290284 4.199712 0.756825 -0.07 -0.47 -0.01
H 1.798459 3.318967 0.160585 0.78 -0.07 -0.76
H -0.023861 3.591561 3.600493 0.30 0.35 0.06
H -0.374081 3.538568 1.874396 0.15 -1.26 0.02
C -4.824417 -1.014357 -0.507936 -0.84 0.71 0.07
C -4.228948 0.401066 -0.934848 -1.14 -1.06 1.04
C -3.188920 0.280928 -1.981484 0.78 -0.12 -0.01
S -2.445662 -1.381053 -1.690641 -1.53 -0.60 -1.53
O -1.370847 -1.246885 -0.765414 0.61 -0.05 0.53
O -2.347278 -2.059773 -2.970835 0.34 0.40 0.82
C -3.907362 -2.163706 -0.768268 1.63 -0.12 -1.03
H -5.749458 -1.183985 -1.058970 -0.07 0.08 0.01
H -5.090375 -1.018544 0.549110 -0.12 0.34 0.04
H -3.804707 0.808058 -0.016981 -0.12 0.49 -0.20
H -5.020544 1.005249 -1.378056 -0.17 0.22 0.74
H -2.453083 1.072219 -1.838270 0.48 -0.51 0.02
H -3.587140 0.442362 -2.983209 0.06 -0.82 -0.09
H -3.487835 -2.728025 0.064579 0.18 0.61 0.32
H -4.336351 -2.945833 -1.394644 0.10 0.35 -0.42
C 3.003268 0.049644 -4.937800 0.63 -0.55 0.54
C 4.568624 0.300454 -5.028711 -0.76 -0.16 0.14
C 5.131672 0.263272 -3.547854 -1.58 -0.44 -1.11
S 3.737656 0.982822 -2.562393 -1.26 0.77 0.64
O 3.948568 2.425042 -2.467886 0.62 -0.80 0.59
O 3.476912 0.171755 -1.340338 0.75 1.18 -2.03
C 2.373225 0.868759 -3.828775 0.30 -1.12 0.65
H 2.873512 -0.990215 -4.637861 0.00 -0.21 -0.21
H 2.443927 0.193046 -5.862285 0.41 0.05 -0.17
H 4.763543 1.167185 -5.660275 0.21 0.41 0.60
H 4.979989 -0.538194 -5.590455 0.16 -0.06 0.14
H 6.078394 0.731368 -3.278212 -0.33 0.37 -0.25
H 5.203884 -0.803399 -3.335487 -0.13 0.08 0.49
H 1.906838 1.786335 -4.187439 0.87 0.52 0.59
H 1.581442 0.349784 -3.288557 0.02 -0.29 -0.15
```
Positions in Å, forces in eV/Å.

***

No. 3
ORCA calculation (ωB97M-V/def2-TZVPD) on a structure of composition C16H48AlFO8 in a non-equilibrium geometry.

Output
- Max |F|: 2.1 eV/Å
- HOMO-LUMO gap: 1.914 eV
- HOMO energy: -14.3 eV
- Total charge: +2

```
74
Properties=species:S:1:pos:R:3:forces:R:3
Al -0.325499 -3.814065 -1.409330 0.04 0.24 0.05
F 0.275717 0.201817 0.003936 -0.09 0.03 -0.05
C 3.947669 4.465560 0.555409 0.07 0.07 0.48
C 3.973083 3.977027 -0.907003 -0.20 0.07 0.80
O 3.738640 2.588325 -0.984018 0.49 -0.15 -0.13
H 3.845943 5.542526 0.689205 0.23 0.11 -0.56
H 4.879531 4.156915 1.029182 -0.07 -0.06 0.09
H 3.117917 4.075562 1.144923 -0.09 -0.40 -0.20
H 4.965136 4.175954 -1.312408 -0.31 -0.07 -0.31
H 3.169459 4.463627 -1.459739 0.07 0.43 -0.29
H 2.847648 2.405524 -0.676923 -0.26 -0.10 0.15
C 2.260073 0.500714 -5.954250 -0.64 -0.87 -0.10
C 0.885379 0.240253 -5.277478 0.30 0.71 0.20
O 0.472811 -1.106678 -5.314308 0.30 -0.65 0.13
H 3.029000 -0.166597 -5.564937 -0.12 0.05 0.55
H 2.614459 1.526766 -5.855642 -0.26 -0.02 -0.15
H 2.207487 0.168801 -6.991147 -0.12 0.54 -0.26
H 0.030827 0.764022 -5.705832 0.44 0.81 -0.36
H 0.921805 0.556831 -4.235108 0.12 -0.20 0.15
H 0.120919 -1.227365 -6.199291 -0.04 -0.40 -0.09
C -5.252182 0.228587 -4.804305 -0.09 -0.36 -0.10
C -5.077002 -0.894199 -3.810888 -1.09 -0.05 0.41
O -3.964478 -0.733618 -2.996889 1.53 -0.16 0.33
H -5.445361 1.169930 -4.289857 0.25 0.10 0.01
H -6.128082 0.050937 -5.428280 0.14 -0.09 -0.13
H -4.343191 0.271909 -5.404280 -0.14 0.29 -0.20
H -5.056440 -1.902963 -4.223297 0.19 0.14 -0.25
H -5.900292 -0.885899 -3.096591 -0.82 -0.10 -0.13
H -3.879045 0.198720 -2.784644 0.07 0.23 0.11
C 6.297650 -4.181595 -1.612673 0.99 -1.35 -0.19
C 5.655120 -3.132384 -0.800944 1.17 0.35 0.66
O 4.591086 -2.601488 -1.480252 -1.68 0.79 -0.71
H 5.638164 -4.937646 -2.038768 -0.36 0.26 0.03
H 6.969665 -4.748679 -0.968548 0.25 0.04 -0.05
H 6.887483 -3.751000 -2.421860 -0.08 0.02 -0.05
H 6.379085 -2.343859 -0.595487 0.28 0.14 0.08
H 5.385384 -3.481522 0.195775 -0.42 -0.35 0.27
H 4.570890 -1.652944 -1.333764 -0.20 0.13 -0.02
C 1.145884 -4.652562 5.471066 0.65 -0.47 0.91
C 1.930274 -4.657892 4.197546 0.23 0.14 0.10
O 1.279061 -3.836085 3.289233 -0.78 0.38 -1.92
H 1.078207 -3.641397 5.872388 -0.15 0.08 -0.01
H 1.717568 -5.228405 6.198858 -0.25 -0.11 0.25
H 0.152582 -5.084377 5.348688 0.09 0.04 -0.05
H 2.060400 -5.650258 3.765828 -0.23 0.04 -0.10
H 2.927696 -4.229032 4.294135 0.42 -0.18 0.61
H 1.043752 -3.010607 3.719144 -0.01 0.13 0.16
C -5.908420 -1.424365 2.020889 -0.40 0.77 -0.44
C -4.420178 -1.303792 2.233717 0.04 -0.01 0.36
O -3.827515 -2.551132 2.023491 1.12 -0.63 -0.27
H -6.219631 -1.847949 1.065996 0.43 -0.09 -0.10
H -6.308683 -0.410664 2.038309 -0.40 -0.05 0.35
H -6.335187 -2.050129 2.804719 -0.12 0.24 0.08
H -4.271715 -0.950171 3.254013 0.07 -0.14 0.43
H -3.842745 -0.584216 1.653291 -0.50 -0.07 -0.59
H -4.102543 -3.179429 2.695202 -0.19 -0.02 0.14
C -1.457413 5.159136 -0.359366 0.25 0.59 -0.68
C -1.912409 4.357849 -1.616307 0.36 -0.24 1.89
O -2.410499 3.163973 -1.052246 -1.05 -0.44 -0.69
H -0.970206 6.067728 -0.713184 0.14 0.12 0.10
H -0.733002 4.554942 0.186799 0.00 0.12 0.10
H -2.286540 5.445292 0.287756 -0.04 -0.25 -0.16
H -1.015725 4.088571 -2.174455 -0.04 0.44 -0.54
H -2.697259 4.878591 -2.164872 0.18 -0.34 -0.10
H -1.691155 2.677930 -0.642505 0.29 -0.15 0.11
C -1.019729 1.534101 6.394193 0.11 0.34 -0.08
C -0.847389 1.779543 4.894442 -0.22 -0.71 1.56
O -0.087484 0.681086 4.440849 -0.02 0.34 -0.67
H -0.109609 1.838380 6.911103 -0.04 0.15 0.07
H -1.121355 0.469523 6.605043 -0.21 0.00 -0.24
H -1.867999 2.059406 6.833041 0.08 0.08 -0.11
H -0.359105 2.733005 4.692968 0.35 0.22 -0.06
H -1.795797 1.840687 4.360701 -0.37 -0.16 -0.15
H -0.022588 0.794913 3.489835 0.33 -0.29 -0.41
```
Positions in Å, forces in eV/Å.

***

Q: Which value of max |F| does entry 3 give?
A: 2.1 eV/Å